DFT (wB97M-V/def2-TZVPD) results for an isolated molecule of C6H14N2S.

XYZ file:
```
23
Properties=species:S:1:pos:R:3:mulliken_spin:R:1
C -0.752 1.697 0.096 -0.01
C 0.395 1.331 0.947 0.01
C -1.412 0.277 -0.149 -0.01
C -2.465 0.225 -1.244 0.00
C -0.473 -1.833 0.312 -0.01
C 3.438 -0.727 0.035 -0.09
N 0.939 0.111 0.354 0.18
N -0.272 -0.564 -0.329 0.07
S 2.256 0.447 -0.643 1.66
H -1.586 2.307 0.511 0.00
H -0.479 2.131 -0.991 0.01
H 1.290 2.022 1.096 0.00
H 0.066 1.110 2.000 0.02
H -1.872 -0.045 0.869 0.01
H -2.238 0.734 -2.146 0.00
H -3.434 0.652 -0.845 0.00
H -2.761 -0.694 -1.555 0.00
H -1.109 -2.469 -0.376 0.00
H 0.436 -2.417 0.227 0.01
H -0.911 -1.754 1.377 0.00
H 4.381 -0.212 -0.039 0.06
H 3.466 -1.657 -0.625 0.05
H 3.096 -0.670 1.119 0.02
```

2S+1: 3
Kohn-Sham gap (spin up / spin down): 0.1728 / 0.2334 hartree
ΔE to the lowest compared entry with this formula, charge and spin: 97.2 kJ/mol